The following is a DFT calculation (ωB97M-V with the def2-TZVPD basis set) of C14H32NO2P2SiZr as an isolated structure at a distorted geometry.

Last column: natural (NBO) charge in e.
Atoms and positions in Å:
Zr (0.130352, -0.483608, 0.007413)  1.934
P (-2.305222, -0.327102, -0.745621)  0.744
C (-1.832778, -0.211061, -2.534895)  -0.756
C (-0.681394, 0.716336, -2.806047)  0.243
N (0.245439, 0.911617, -1.827021)  -0.670
C (1.281103, 1.769654, -2.037421)  0.248
C (1.430013, 2.396743, -3.259457)  -0.210
C (0.530523, 2.153973, -4.278458)  -0.043
C (-0.536677, 1.305549, -4.046301)  -0.208
C (2.278028, 2.026544, -0.946139)  -0.726
P (2.365856, 0.698476, 0.341432)  0.720
H (-1.288622, 1.096269, -4.806928)  0.271
H (2.302737, 3.029587, -3.404636)  0.269
H (0.660135, 2.619325, -5.247407)  0.278
H (3.284158, 2.135362, -1.378582)  0.293
H (2.065261, 2.965436, -0.409537)  0.295
H (-1.611978, -1.231235, -2.909105)  0.292
H (-2.732254, 0.117907, -3.065299)  0.303
H (1.730092, -4.347496, -1.588441)  0.467
O (1.209245, -4.317048, -2.423678)  -0.960
H (1.822410, -4.756297, -3.049278)  0.501
H (3.545731, -3.162824, 1.647983)  0.439
O (3.914625, -3.919407, 1.163581)  -0.937
H (4.500672, -4.330921, 1.826636)  0.503
C (3.671700, -0.375729, -0.378928)  -0.924
H (4.617255, 0.178285, -0.503574)  0.302
H (3.847499, -1.219390, 0.313813)  0.271
H (3.347727, -0.752876, -1.365697)  0.264
C (3.164304, 1.481871, 1.758617)  -0.917
H (3.315774, 0.694496, 2.507177)  0.274
H (4.141346, 1.904158, 1.504962)  0.295
H (2.519539, 2.276799, 2.150927)  0.282
C (-3.503507, 1.035966, -0.588424)  -0.911
H (-4.329028, 0.903100, -1.306829)  0.287
H (-3.908792, 1.016107, 0.434871)  0.285
H (-2.997732, 1.994071, -0.796499)  0.270
C (-3.314391, -1.839819, -0.722861)  -0.922
H (-3.664217, -1.967694, 0.311086)  0.279
H (-4.183805, -1.775535, -1.391039)  0.301
H (-2.684757, -2.686417, -1.034070)  0.266
C (-2.490207, 0.635627, 2.771009)  -1.066
Si (-0.672150, 0.180754, 2.404878)  0.852
C (0.208932, 1.367022, 3.614341)  -1.068
C (-0.464177, -1.515320, 3.262181)  -1.068
H (-2.755254, 1.648556, 2.433093)  0.257
H (-2.627976, 0.617739, 3.865567)  0.287
H (-3.217471, -0.073435, 2.349099)  0.229
H (-0.303359, 1.327920, 4.590151)  0.287
H (1.254056, 1.095906, 3.822048)  0.240
H (0.183533, 2.417441, 3.284491)  0.255
H (-0.796462, -1.389281, 4.307114)  0.315
H (-1.080745, -2.295312, 2.789036)  0.246
H (0.583268, -1.856237, 3.266928)  0.243

Cartesian forces (eV/Å) of the 6 atoms listed first:
Zr 0.2262 -1.5892 -0.9664
P -2.2922 0.7258 -1.2909
C 0.3484 -0.5808 0.0421
C 0.1124 0.0022 -0.3628
N -0.1439 -0.3869 1.1130
C 0.0107 0.0211 -0.2984

Properties
LUMO energy ... -12.0963 eV
Total charge ... +3

=====

The following is a DFT calculation (ωB97M-V with the def2-TZVPD basis set) of a 3-piece molecular cluster, C14H32NO9PS overall at a distorted geometry.

Last column: natural (NBO) charge in e.
Atoms and positions in Å:
H (5.576863, 0.541130, 0.909069)  0.316
N (4.982917, -0.252433, 0.655211)  -0.619
C (4.546790, -0.051664, -0.510565)  0.121
C (4.870821, 1.157705, -1.292286)  -0.809
P (3.537035, 2.471227, -0.853014)  0.870
C (2.137463, 3.684919, -0.402528)  -0.744
C (1.323102, 3.083989, 0.755506)  -0.410
C (-0.179267, 2.948743, 0.524339)  -0.406
C (-0.532179, 2.488499, -0.875872)  -0.684
S (-2.164674, 1.767830, -0.956382)  2.393
O (-3.041308, 2.757221, -1.445352)  -0.937
O (-2.527314, 1.237151, 0.308193)  -0.957
O (-2.114440, 0.609747, -2.030841)  -0.874
H (3.885837, -0.801762, -0.931554)  0.174
H (4.803163, 0.948936, -2.354294)  0.226
H (5.857001, 1.519896, -1.028265)  0.220
H (4.204260, 3.456289, -1.636057)  -0.044
H (3.902624, 2.369814, 0.518974)  -0.044
H (2.545048, 1.580846, -1.385433)  -0.076
H (2.610403, 4.612885, -0.097534)  0.214
H (1.551052, 3.906025, -1.288057)  0.206
H (1.477008, 3.717007, 1.615907)  0.224
H (1.734114, 2.113002, 1.026188)  0.193
H (-0.543025, 2.192954, 1.208218)  0.234
H (-0.695354, 3.863741, 0.781015)  0.218
H (0.209834, 1.827691, -1.305966)  0.235
H (-0.586091, 3.349046, -1.524062)  0.254
H (-1.803652, -0.204298, -1.595543)  0.510
C (1.206212, -5.700482, -3.801167)  -0.639
C (2.662726, -5.668431, -4.212526)  -0.071
O (3.366580, -4.585714, -3.585668)  -0.497
C (3.715458, -4.790621, -2.314080)  0.981
O (3.514649, -5.789366, -1.673288)  -0.645
O (4.330026, -3.691021, -1.873262)  -0.501
C (4.705190, -3.733342, -0.491240)  -0.263
H (0.737295, -4.733147, -3.986665)  0.209
H (0.669544, -6.466408, -4.360493)  0.218
H (1.104953, -5.916779, -2.738465)  0.226
H (2.744730, -5.489645, -5.282944)  0.189
H (3.160007, -6.613311, -3.996915)  0.196
H (5.287719, -4.623010, -0.265070)  0.197
H (3.816915, -3.696605, 0.137426)  0.189
H (5.309051, -2.852269, -0.297176)  0.208
C (-3.877017, 1.637841, 2.916299)  -0.635
C (-4.694478, 2.099165, 4.104457)  -0.072
O (-6.088233, 2.218096, 3.775766)  -0.493
C (-6.768293, 1.074884, 3.738169)  0.982
O (-6.335769, -0.023580, 3.976722)  -0.649
O (-8.028407, 1.355111, 3.391245)  -0.496
C (-8.866443, 0.208040, 3.243237)  -0.256
H (-4.046742, 2.282774, 2.056421)  0.224
H (-2.814585, 1.647480, 3.159069)  0.212
H (-4.150580, 0.626738, 2.620720)  0.227
H (-4.381406, 3.096364, 4.409289)  0.186
H (-4.568327, 1.438024, 4.961700)  0.191
H (-8.832880, -0.419525, 4.130785)  0.196
H (-8.567741, -0.364680, 2.366558)  0.188
H (-9.878187, 0.577284, 3.102079)  0.194

Cartesian forces (eV/Å) of the 6 atoms listed first:
H 0.1412 -0.1821 0.2178
N 0.0234 -0.1568 0.7769
C 0.3874 0.0706 -0.3041
C -0.5972 -0.1376 -0.1852
P -0.3495 0.3788 -0.1118
C 0.4856 -0.3629 0.3752

Properties
LUMO energy ... 0.0481 eV
SMILES ... [H]/N=C\C[PH3]CCCCS(=O)(=O)O.CCOC(=O)OC.CCOC(=O)OC

=====

The following is a DFT calculation (ωB97M-V with the def2-TZVPD basis set) of C14H33BeN3O9 as an isolated structure at a distorted geometry.

Last column: natural (NBO) charge in e.
Atoms and positions in Å:
Be (-1.746270, -0.675973, -0.451836)  1.466
C (-4.363084, -1.419916, 0.620961)  0.880
O (-5.204869, -2.264609, 0.363235)  -0.798
O (-4.299770, -0.504145, -0.213561)  -0.881
O (-3.335073, -1.753385, 1.195121)  -0.901
C (-2.393408, -2.870332, -2.226035)  0.861
O (-1.797046, -3.099665, -1.165385)  -0.733
O (-2.463575, -1.780933, -2.782655)  -0.706
O (-3.421307, -3.554896, -2.363476)  -0.318
C (0.823233, -0.628841, -4.140381)  -0.629
C (1.545580, -0.707599, -2.726479)  -0.069
C (2.311149, 0.521434, -2.193942)  -0.079
O (3.499865, 0.578824, -3.067288)  -0.544
C (4.253376, 1.741297, -2.866200)  -0.243
N (0.530272, -1.221505, -1.905372)  -0.875
H (-0.188916, -0.225830, -4.175470)  0.219
H (0.729946, -1.671153, -4.445313)  0.219
H (1.404455, -0.069782, -4.873683)  0.208
H (2.265521, -1.510820, -2.883338)  0.183
H (2.540409, 0.341378, -1.143657)  0.180
H (1.683310, 1.412306, -2.210212)  0.160
H (3.738540, 2.650803, -3.175768)  0.165
H (5.219347, 1.493250, -3.306035)  0.195
H (4.350700, 1.787290, -1.781521)  0.159
H (0.917324, -1.924211, -1.291796)  0.372
H (-0.077484, -1.841294, -2.421706)  0.410
C (0.732527, 0.327091, 2.948050)  -0.621
C (0.756474, -1.148379, 2.682513)  -0.064
C (1.018264, -2.099398, 3.859225)  -0.061
O (2.114541, -1.598468, 4.492312)  -0.544
C (2.250229, -1.916129, 5.845335)  -0.244
N (-0.371338, -1.579722, 1.894825)  -0.823
H (0.529835, 0.961395, 2.085108)  0.229
H (1.779581, 0.514287, 3.186244)  0.213
H (0.113121, 0.546781, 3.817629)  0.199
H (1.569117, -1.287875, 1.969584)  0.166
H (1.205401, -3.080388, 3.422500)  0.161
H (0.197170, -2.203498, 4.568507)  0.160
H (2.793625, -2.852346, 5.973073)  0.164
H (1.261247, -1.871078, 6.301379)  0.171
H (2.945250, -1.260529, 6.369962)  0.182
H (-1.160516, -1.584679, 2.525120)  0.378
H (-0.353387, -2.588669, 1.852431)  0.366
C (-0.685292, 3.649623, -2.098056)  -0.633
C (-0.724078, 2.414334, -1.192555)  -0.080
C (-1.825362, 2.478539, -0.068449)  -0.064
O (-1.697825, 1.358134, 0.894977)  -0.596
C (-2.379537, 1.522059, 2.140410)  -0.246
N (-0.982582, 1.259536, -2.049398)  -0.846
H (0.087252, 3.502309, -2.852744)  0.210
H (-0.272542, 4.556927, -1.657004)  0.212
H (-1.661785, 3.800853, -2.558154)  0.215
H (0.209508, 2.256480, -0.652550)  0.195
H (-2.829355, 2.557532, -0.485396)  0.204
H (-1.682210, 3.440937, 0.422881)  0.165
H (-2.023586, 2.435993, 2.615939)  0.153
H (-2.215890, 0.635064, 2.752429)  0.216
H (-3.455906, 1.550862, 1.971009)  0.213
H (-0.149381, 0.986358, -2.550651)  0.376
H (-1.614797, 1.514373, -2.794695)  0.376

Cartesian forces (eV/Å) of the 6 atoms listed first:
Be -3.0032 -1.0919 0.7134
C -0.3592 -3.0951 -4.1460
O -4.6377 -2.5269 1.6405
O 1.8745 6.7461 -3.0820
O 6.5923 -0.0674 4.5276
C -2.3670 1.9276 3.3135

Properties
LUMO energy (spin up / spin down) ... 2.0457 / 2.0459 eV
Spin multiplicity ... 2
Total charge ... -1